(1)
{"formula": "C3H14NO4", "method": "ωB97M-V with the def2-TZVPD basis set", "homo_lumo_gap_ev": 8.3, "e_lumo_ev": 3.432, "homo_ev": -4.906, "total_charge": -1, "species": ["C", "N", "C", "C", "O", "H", "H", "H", "H", "H", "H", "H", "H", "H", "H", "O", "H", "H", "O", "H", "H", "O"], "positions_angstrom": [[-1.999174, -2.743691, 1.681824], [-1.910805, -1.863236, 0.539377], [-0.099605, -1.491717, 0.487377], [-0.051968, -0.158309, -0.248443], [1.244295, 0.486901, -0.155786], [-1.562297, -3.772490, 1.531375], [-3.045723, -2.893396, 2.006535], [-1.467454, -2.367440, 2.576381], [-1.015720, -2.067459, -0.169194], [0.593148, -2.213878, 0.090039], [0.041611, -1.400511, 1.582764], [-0.742173, 0.540635, 0.225926], [-0.247969, -0.304701, -1.290194], [1.053291, 1.409726, -0.616382], [1.441085, 3.370021, -1.581848], [0.795623, 2.793173, -1.251420], [1.839700, 0.262891, 1.404802], [2.154506, 1.109913, 2.602648], [2.210153, 0.234035, 2.280148], [-0.022662, 2.317435, -2.432344], [-1.328245, 1.419916, -2.732594], [-0.676444, 1.985176, -3.185203]], "forces_ev_per_angstrom": [[0.8, -1.4, 0.4], [2.4, 0.5, -1.0], [-0.1, 2.6, 2.3], [1.5, 0.9, 1.1], [-1.2, -0.6, -0.5], [-0.4, 0.6, 0.0], [0.3, 0.3, -0.6], [-0.2, 0.1, -0.1], [-3.2, -1.7, 0.0], [0.2, -0.7, -0.3], [0.1, 0.0, -0.8], [-0.5, -0.4, -0.3], [-0.6, -0.1, -0.7], [0.9, 0.3, 0.1], [1.5, 1.0, -0.6], [-1.6, -1.6, 0.8], [-0.4, 0.4, -1.6], [-0.1, 1.3, 0.4], [0.8, -1.6, 1.4], [-0.5, -0.1, -0.2], [0.5, 0.5, -0.2], [-0.1, -0.4, 0.4]]}

=====

(2)
{"formula": "C3H14O3", "method": "ωB97M-V with the def2-TZVPD basis set", "homo_lumo_gap_ev": [2.3, 10.3], "e_lumo_ev": [3.184, 3.137], "homo_ev": [0.920, -7.155], "spin_multiplicity": 2, "total_charge": -1, "s_squared": 0.7504, "species": ["C", "C", "C", "H", "H", "H", "H", "H", "H", "H", "H", "H", "H", "O", "H", "H", "O", "H", "H", "O"], "positions_angstrom": [[1.815713, 1.401688, 1.309224], [1.003671, 2.488778, 2.013532], [-0.535752, 2.320092, 1.740026], [1.877407, 0.477917, 1.890074], [1.416878, 1.083903, 0.302883], [2.856527, 1.715269, 1.290664], [1.071239, 2.725536, 3.141356], [1.362763, 3.393120, 1.469910], [-1.196325, 2.954939, 2.371896], [-0.927892, 1.306611, 1.793939], [-0.687360, 2.729718, 0.666905], [-2.591569, -1.065449, -0.977512], [-1.150799, -1.326777, -0.586495], [-2.064057, -1.466176, -0.278569], [1.154946, -2.030983, -1.919084], [-0.152563, -2.543139, -2.701756], [0.232024, -1.850643, -2.121222], [-0.833516, -4.858766, -3.309560], [-1.568191, -3.548547, -2.667526], [-1.083140, -3.907083, -3.428680]], "forces_ev_per_angstrom": [[0.1, -1.1, 0.8], [-1.5, 1.0, 0.1], [0.1, 1.7, -1.7], [-0.4, -0.1, 0.0], [0.4, 0.8, 1.0], [0.1, 0.1, -0.6], [0.8, -1.0, -1.7], [-0.6, -0.1, 0.7], [0.6, -0.3, -0.2], [0.3, -0.1, 0.0], [-0.1, -1.0, 1.5], [0.0, -0.1, 0.0], [-0.1, -0.4, -0.2], [0.1, 0.4, 0.2], [0.0, -0.5, -0.3], [0.8, -0.1, 0.1], [-0.4, 0.9, 0.3], [-0.4, 0.6, 0.5], [-0.4, -0.8, 0.4], [0.4, 0.2, -0.8]]}

=====

(3)
{"formula": "C3H14O3S", "method": "ωB97M-V with the def2-TZVPD basis set", "homo_lumo_gap_ev": [10.5, 5.9], "e_lumo_ev": [-3.565, -8.152], "homo_ev": [-14.068, -14.068], "spin_multiplicity": 2, "total_charge": 1, "s_squared": 0.7534, "species": ["C", "C", "S", "C", "H", "H", "H", "H", "H", "H", "H", "H", "H", "H", "O", "H", "H", "O", "H", "H", "O"], "positions_angstrom": [[0.351673, 1.432746, -1.740758], [0.221138, 0.401687, -0.675823], [0.613207, 0.930268, 1.002265], [1.300463, -0.729592, 1.685818], [0.877948, 1.010382, -2.691937], [-0.595911, 1.900993, -2.156215], [1.058214, 2.324566, -1.727860], [-0.835371, 0.069278, -0.594604], [0.649680, -0.514873, -0.946473], [2.475090, -0.805194, 1.448199], [0.934474, -1.470013, 0.936252], [0.988317, -0.864163, 2.694092], [2.814474, 0.329975, -0.585878], [4.309354, -0.155089, -1.067764], [3.598248, -0.314527, -0.343061], [-2.397884, -3.786899, 0.970701], [-3.266862, -2.636923, 0.232850], [-2.766303, -3.447699, 0.031224], [-4.402958, 1.585804, -0.603444], [-3.083585, 1.320408, -1.381156], [-3.403938, 1.284528, -0.460465]], "forces_ev_per_angstrom": [[1.1, 2.2, -4.3], [-1.5, 0.9, 0.7], [0.9, -2.1, 0.3], [1.7, 0.5, -3.2], [-1.3, -0.1, 1.6], [0.9, -0.8, 0.9], [-0.8, -1.0, 1.4], [0.0, 0.4, 0.2], [1.4, -1.3, 0.0], [-2.3, 0.8, 0.9], [-0.2, 0.3, 1.0], [-0.1, 0.0, 0.7], [2.8, -1.8, 0.4], [-1.9, -0.3, 1.8], [-0.8, 2.2, -2.3], [-1.5, 1.3, -3.3], [0.2, -0.5, 0.1], [1.3, -0.7, 3.2], [3.2, -1.0, 0.7], [-0.2, 0.0, 0.5], [-2.9, 1.0, -1.2]]}

=====

(4)
{"formula": "C3H14O4", "method": "ωB97M-V with the def2-TZVPD basis set", "homo_lumo_gap_ev": 10.4, "e_lumo_ev": 0.688, "homo_ev": -9.761, "smiles": "CCCO.O.O.O", "species": ["C", "C", "C", "O", "H", "H", "H", "H", "H", "H", "H", "H", "O", "H", "H", "O", "H", "H", "O", "H", "H"], "positions_angstrom": [[-2.555845, -0.527010, -1.065995], [-1.238873, 0.105143, -0.612887], [-0.525804, -0.859545, 0.313136], [0.821878, -0.534961, 0.589527], [-2.537017, -1.611626, -1.028306], [-2.821839, -0.251318, -2.082601], [-3.390544, -0.224074, -0.443729], [-0.620207, 0.390545, -1.439735], [-1.432079, 0.977122, 0.007709], [-1.122358, -0.869199, 1.240691], [-0.566570, -1.881987, -0.061555], [0.901085, 0.429323, 0.609975], [2.025052, -0.050697, 3.098752], [1.721820, -0.617721, 2.361155], [2.960961, -0.281104, 3.148409], [2.062605, -0.539538, -3.181446], [2.682803, -1.225820, -3.443979], [2.516567, 0.290287, -3.387146], [0.269204, 2.075622, 1.665789], [0.020618, 2.925756, 1.288416], [0.828541, 2.280794, 2.423811]], "forces_ev_per_angstrom": [[-0.3, 0.3, -0.2], [-0.4, -0.5, 0.7], [-0.4, -0.1, 0.5], [0.2, -0.1, -0.2], [0.2, -0.2, 0.0], [0.0, 0.1, -0.1], [-0.1, 0.1, 0.2], [0.4, 0.0, -0.5], [-0.1, 0.4, -0.3], [0.2, -0.1, 0.1], [0.3, 0.0, -0.2], [-0.1, 0.0, 0.2], [0.3, -0.5, -0.3], [-0.3, 0.5, 0.1], [-0.1, 0.2, 0.2], [0.1, 0.3, -0.1], [0.0, 0.0, 0.0], [-0.2, -0.3, 0.1], [0.0, 0.2, -0.1], [0.0, 0.0, 0.0], [0.1, -0.2, 0.0]]}

=====

(5)
{"formula": "C3H14O4", "method": "ωB97M-V with the def2-TZVPD basis set", "homo_lumo_gap_ev": 11.3, "e_lumo_ev": 0.392, "homo_ev": -10.863, "smiles": "CCCO.O.O.O", "species": ["C", "C", "C", "O", "H", "H", "H", "H", "H", "H", "H", "H", "O", "H", "H", "O", "H", "H", "O", "H", "H"], "positions_angstrom": [[-2.036074, 1.405240, -1.782777], [-1.002247, 0.709695, -0.883416], [-1.354953, -0.727443, -0.624792], [-0.598761, -1.216379, 0.502740], [-3.077109, 1.172134, -1.580564], [-1.857175, 2.483084, -1.760329], [-1.811111, 1.191225, -2.831863], [-0.790780, 1.270480, 0.023083], [-0.062016, 0.730032, -1.449346], [-1.318019, -1.429453, -1.461112], [-2.421950, -0.760902, -0.345017], [-0.854249, -2.140691, 0.565708], [-0.805599, -3.604981, 3.710171], [-0.716170, -4.381086, 3.156252], [-0.758320, -2.805510, 3.179471], [5.561948, 2.814578, -1.943253], [5.739058, 2.034923, -2.475811], [4.689337, 2.631379, -1.578857], [1.492506, 0.052699, 2.612819], [0.840713, -0.296448, 1.994980], [1.140972, 0.867426, 2.971913]], "forces_ev_per_angstrom": [[0.9, 0.5, -0.5], [0.5, 0.0, -1.4], [-1.2, -0.1, 1.3], [-0.1, -0.2, -0.6], [0.0, 0.0, 0.2], [-0.4, 0.0, 0.3], [-0.3, -0.4, 0.1], [-0.4, -0.2, 0.3], [0.1, 0.1, 0.2], [0.6, 0.4, -0.3], [0.1, 0.1, 0.1], [0.2, -0.1, 0.3], [-0.2, 0.1, 0.6], [0.1, 0.2, -0.3], [0.1, -0.2, -0.2], [-0.2, -0.1, 0.0], [0.2, 0.0, -0.1], [0.0, 0.1, 0.1], [0.3, -0.3, 0.0], [-0.2, 0.1, -0.1], [-0.2, 0.1, 0.0]]}

=====

(6)
{"formula": "C3H14O4", "method": "ωB97M-V with the def2-TZVPD basis set", "homo_lumo_gap_ev": 10.1, "e_lumo_ev": 0.279, "homo_ev": -9.816, "smiles": "CC(C)O.O.O.O", "species": ["C", "C", "C", "O", "H", "H", "H", "H", "H", "H", "H", "H", "O", "H", "H", "O", "H", "H", "O", "H", "H"], "positions_angstrom": [[-0.397795, 1.441675, -0.354794], [0.776677, 1.058026, -1.295538], [1.115492, -0.410110, -1.229061], [1.859765, 1.956198, -1.027169], [-0.748148, 2.392428, -0.751900], [-0.075540, 1.409206, 0.677454], [-1.248531, 0.789169, -0.575126], [0.515920, 1.385343, -2.299485], [0.264355, -0.985764, -1.576490], [1.306494, -0.763674, -0.214151], [2.030200, -0.580732, -1.796288], [2.321084, 1.696573, -0.209187], [-4.912592, -1.946498, 0.670726], [-5.835724, -2.014039, 0.415478], [-4.432391, -1.734175, -0.112034], [3.498177, 0.461655, 0.879602], [4.238513, 1.067983, 0.835725], [3.217090, 0.383201, 1.785344], [-1.286464, -2.274749, 2.073711], [-1.750903, -1.476919, 1.783542], [-0.455678, -1.854798, 2.319640]], "forces_ev_per_angstrom": [[0.0, -0.5, -2.1], [-0.4, 1.1, 1.0], [0.4, 0.2, 0.2], [0.4, -0.3, 0.3], [0.2, 0.5, 0.9], [-0.2, 0.2, 0.2], [0.1, -0.3, 0.5], [-0.3, -0.5, -0.3], [0.1, -0.2, -0.4], [0.0, 0.3, 0.1], [-0.2, -0.3, -0.2], [-0.3, -0.2, -0.4], [-0.4, -0.2, 1.0], [0.0, 0.0, -0.1], [0.4, 0.2, -0.9], [-0.2, -0.1, -0.7], [0.2, 0.1, 0.3], [0.1, 0.1, 0.6], [0.1, 0.9, -0.1], [-0.5, -0.4, -0.1], [0.3, -0.5, 0.2]]}

=====

What are the energy above the lowest of the compared OMol25 structures with the same formula, charge and spin values for these records? In order: 4.532, 0.000, 1.954, 0.730, 1.129, 1.009 eV.